Entry 1:
ORCA calculation (ωB97M-V/def2-TZVPD) on one molecule with the formula C3H5N3O.

Properties
highest occupied orbital energy	-10.120	eV
LUMO	0.0315	Eh
energy above the lowest of the compared OMol25 structures with the same formula, charge and spin	26.5	kcal per mole
E_tot	-9709.4345	eV
strongest force on any atom	0.33	eV/Å
SMILES	OCc1nc[nH]n1

Structure (XYZ):
```
12
C3H5N3O ωB97M-V/def2-TZVPD
O 0.67610 -2.37979 -0.21354
C 0.07123 -1.35711 -0.98101
C -0.01786 -0.05414 -0.24793
N 0.79919 1.00492 -0.50600
C 0.39962 1.89806 0.36992
N -0.59839 1.39613 1.11792
N -0.88656 0.14139 0.72800
H 0.13842 -2.50671 0.57280
H -0.93050 -1.65859 -1.31453
H 0.69819 -1.21358 -1.86314
H 0.78929 2.89770 0.48861
H -1.13873 1.83173 1.84890
```

From a Löwdin analysis of the wavefunction, the atomic charges in e read: -0.06, -0.21, -0.37, 0.12, -0.18, 0.00, 0.10, 0.08, 0.12, 0.12, 0.12, 0.15



Entry 2:
ORCA calculation (ωB97M-V/def2-TZVPD) on a 6-piece molecular cluster, C27H37Cl2F4N5O5PS2 overall at a distorted geometry.

Properties
highest occupied orbital energy	-6.191	eV
net charge	-1
LUMO	0.0677	Eh
E_tot	-113159.3679	eV
strongest force on any atom	3.54	eV/Å

Structure (XYZ):
```
83
C27H37Cl2F4N5O5PS2 ωB97M-V/def2-TZVPD
C 3.71273 2.98551 -0.50372
C 2.52147 2.19791 -0.02085
Cl 2.62186 1.64203 1.62235
C 1.45316 1.95715 -0.74609
Cl 1.47718 2.62644 -2.37947
P -0.18652 0.99009 -0.41769
C -1.89589 0.12213 -0.39745
C -2.86560 0.79078 -1.37063
C -3.94650 1.70624 -0.73602
S -4.93064 0.98001 0.58967
O -4.78148 1.82164 1.71197
O -4.71273 -0.40712 0.79843
O -6.47328 1.12379 0.10115
C -0.53973 1.89914 1.26592
F -0.37484 1.26084 2.43997
F 0.01807 3.12977 1.34701
F -1.87408 2.26592 1.26780
S 0.86363 -0.87225 0.36545
O 0.21346 -2.06029 -0.11198
O 2.17819 -0.88132 -0.21324
F 1.04582 -1.09896 1.94737
H 4.53700 2.77986 0.17901
H 4.02219 2.67562 -1.49543
H 3.46647 4.04498 -0.49633
H 0.00500 0.41890 -1.72613
H -0.83357 2.12061 -1.02797
H -2.29680 -0.04064 0.60228
H -1.81463 -0.88208 -0.80724
H -2.35344 1.37155 -2.14123
H -3.40981 0.03799 -1.94439
H -4.65624 1.96644 -1.52660
H -3.50783 2.65141 -0.44211
H -6.91187 0.34229 0.47838
N -5.69447 -0.02798 -3.96379
C -6.07322 -1.15955 -4.63027
C -5.75909 -0.99350 -5.95409
C -5.16359 0.28776 -6.09156
C -5.13732 0.85653 -4.84785
H -5.80794 0.13658 -2.97897
H -6.53173 -1.98249 -4.10779
H -5.93297 -1.71109 -6.73752
H -4.79748 0.73860 -6.99852
H -4.77175 1.81329 -4.51530
N -0.77117 1.73109 5.54627
C -1.44605 2.35353 6.55758
C -1.04018 1.79591 7.74194
C -0.07726 0.79931 7.42899
C 0.06669 0.78701 6.06603
H -0.87439 1.93515 4.56659
H -2.15542 3.13596 6.34856
H -1.39314 2.07181 8.72210
H 0.44888 0.16528 8.12340
H 0.69045 0.18886 5.42346
N -8.63267 -2.18652 -7.07562
C -8.09959 -2.95746 -8.07065
C -9.13220 -3.57247 -8.72863
C -10.33757 -3.15111 -8.10820
C -9.99478 -2.29537 -7.09455
H -8.10289 -1.62439 -6.42911
H -7.03537 -3.00431 -8.22542
H -9.03417 -4.24790 -9.56222
H -11.34002 -3.44196 -8.37537
H -10.60159 -1.75694 -6.38667
N 6.19527 0.48636 2.30575
C 6.36371 1.67055 2.96655
C 7.64402 1.70435 3.45325
C 8.27371 0.49199 3.06487
C 7.35315 -0.23554 2.35618
H 5.34607 0.19253 1.85074
H 5.55952 2.38359 3.03347
H 8.08024 2.50827 4.02276
H 9.28543 0.18929 3.28021
H 7.42213 -1.20179 1.88621
N 11.48887 -2.18289 3.44082
C 12.24107 -2.82962 4.38374
C 11.73398 -4.09167 4.53473
C 10.63440 -4.21451 3.64398
C 10.51006 -3.02304 2.98253
H 11.63213 -1.23879 3.13281
H 13.06848 -2.33628 4.86457
H 12.10934 -4.84431 5.20795
H 10.00715 -5.07905 3.50501
H 9.81258 -2.69950 2.22897
```

From a Löwdin analysis of the wavefunction, the atomic charges in e read: -0.14, -0.79, 0.74, -0.78, 0.62, 0.58, -0.34, -0.27, -0.22, 0.58, -0.27, -0.27, -0.18, -0.67, 0.05, 0.05, 0.02, 0.51, -0.36, -0.38, -0.26, 0.05, 0.06, 0.08, 0.02, 0.01, 0.07, 0.07, 0.10, 0.09, 0.08, 0.10, 0.09, 0.02, -0.14, -0.13, -0.10, -0.13, 0.13, 0.11, 0.07, 0.09, 0.11, 0.02, -0.15, -0.13, -0.12, -0.14, 0.13, 0.10, 0.08, 0.08, 0.11, 0.01, -0.15, -0.12, -0.12, -0.14, 0.10, 0.10, 0.09, 0.09, 0.10, 0.02, -0.15, -0.12, -0.12, -0.15, 0.13, 0.10, 0.08, 0.07, 0.10, 0.00, -0.15, -0.12, -0.11, -0.14, 0.14, 0.10, 0.09, 0.09, 0.10



Entry 3:
ORCA calculation (ωB97M-V/def2-TZVPD) on C9H18I2N3OP2Tb as an isolated structure at a distorted geometry.

Properties
multiplicity	7
highest occupied orbital energy (alpha / beta)	-13.768 / -13.768	eV
net charge	+2
LUMO (alpha / beta)	-0.3215 / -0.3126	Eh
energy above the lowest of the compared OMol25 structures with the same formula, charge and spin	0.0	kcal per mole
E_tot	-73340.0398	eV
strongest force on any atom	5.86	eV/Å

Structure (XYZ):
```
36
C9H18I2N3OP2Tb ωB97M-V/def2-TZVPD
I -0.54964 -6.32175 -1.91005
I -2.68419 -5.87809 -0.31911
Tb 0.49839 0.40644 -0.18314
P 1.40262 -0.73107 2.15666
C 1.58547 -2.49149 2.59949
C 3.10291 -0.05542 1.98194
H 3.69513 -0.18935 2.89367
H 1.42192 0.02324 4.50801
H 3.05532 1.02209 1.75824
H 0.71313 1.22941 3.39993
H 2.03539 -3.01753 1.74112
H 3.62119 -0.55310 1.15131
C 0.78366 0.15581 3.62624
H 2.20450 -2.66393 3.49399
H -0.22545 -0.20592 3.85955
H 0.57911 -2.91046 2.76504
P -1.43399 0.80868 -2.10488
C -2.26926 -0.40087 -3.18568
C -2.67589 2.03566 -1.57423
H 0.16033 2.59222 -2.59600
H -0.89219 2.29405 -3.99959
H 0.43893 1.16932 -3.62965
C -0.33763 1.80889 -3.18902
H -2.18706 2.80579 -0.96057
H -3.18199 2.52441 -2.41534
H -2.81022 0.05602 -4.02920
H -2.97542 -0.98152 -2.56944
H -3.42584 1.53378 -0.95035
H -1.50791 -1.09577 -3.57706
C -0.43570 -1.82471 -0.36765
O -0.78974 -2.91050 -0.52323
N 0.22401 2.38765 0.69375
C 0.53612 3.52455 0.88481
N 0.74079 4.72669 1.16352
C 1.73110 5.51074 0.80440
N 2.56462 6.29501 0.54352
```

From a Löwdin analysis of the wavefunction, the atomic charges in e read: 0.05, 0.06, 1.38, 0.68, -0.24, -0.26, 0.08, 0.08, 0.05, 0.04, 0.06, 0.05, -0.24, 0.08, 0.06, 0.06, 0.68, -0.24, -0.24, 0.05, 0.08, 0.05, -0.26, 0.04, 0.08, 0.08, 0.06, 0.06, 0.06, -0.12, 0.06, -0.13, -0.30, 0.15, -0.32, 0.17



Entry 4:
ORCA calculation (ωB97M-V/def2-TZVPD) on C23H18N2OPdS as an isolated structure.

Properties
highest occupied orbital energy	-7.509	eV
LUMO	-0.0161	Eh
energy above the lowest of the compared OMol25 structures with the same formula, charge and spin	0.0	kcal per mole
E_tot	-43485.1314	eV
strongest force on any atom	0.95	eV/Å

Structure (XYZ):
```
46
C23H18N2OPdS ωB97M-V/def2-TZVPD
Pd -0.07915 -0.42450 0.92978
C -1.59280 -4.19114 -0.22631
C -0.60774 -4.64163 -1.09630
C 0.51583 -3.86884 -1.31757
C 0.66535 -2.64590 -0.66341
C -0.32308 -2.19856 0.24403
C -1.45469 -2.98217 0.43990
C 1.79134 -1.73499 -0.88041
C 2.88635 -2.02270 -1.73178
C 3.90576 -1.12838 -1.84561
C 3.88465 0.06553 -1.08677
C 4.92045 1.02161 -1.12077
C 4.85591 2.14445 -0.34161
C 3.75539 2.34641 0.51307
C 2.73108 1.43968 0.56091
C 2.76735 0.28776 -0.25278
N 1.73418 -0.59175 -0.19825
H -2.47499 -4.79651 -0.05713
H -0.72166 -5.58917 -1.60536
H 1.27080 -4.21853 -2.01059
H -2.21784 -2.65830 1.13519
H 2.90325 -2.95041 -2.28276
H 4.74956 -1.32696 -2.49448
H 5.77089 0.84430 -1.76715
H 5.65538 2.87252 -0.36563
H 3.72608 3.22289 1.14753
H 1.89695 1.56918 1.24220
C -2.16960 -0.78284 3.16028
O -0.85399 -0.69204 2.76290
H -2.20856 -0.97232 4.24315
H -2.72211 -1.61655 2.69082
H -2.75455 0.13596 2.97970
S -1.02778 4.21683 -0.78162
C -0.13485 2.84119 -0.22370
N -0.82820 1.84543 0.22184
C -2.18018 2.11928 0.13615
C -3.19771 1.24242 0.51528
C -4.50457 1.65320 0.36985
C -4.81121 2.91677 -0.14865
C -3.81640 3.79203 -0.53368
C -2.49546 3.37955 -0.38789
H 0.94245 2.83789 -0.26363
H -2.94061 0.27122 0.91806
H -5.30820 0.99088 0.66153
H -5.84711 3.21110 -0.25104
H -4.05598 4.76610 -0.93734
```

From a Löwdin analysis of the wavefunction, the atomic charges in e read: 0.90, -0.08, -0.09, -0.04, -0.19, -0.18, -0.09, -0.20, 0.01, 0.00, -0.15, -0.03, -0.08, -0.07, -0.05, -0.20, 0.05, 0.10, 0.10, 0.10, 0.07, 0.10, 0.12, 0.11, 0.10, 0.11, 0.10, -0.32, -0.42, 0.07, 0.05, 0.05, 1.06, -0.44, 0.00, -0.31, -0.01, -0.07, -0.08, -0.09, -0.47, 0.05, 0.08, 0.11, 0.10, 0.11



Q: The lowest strongest force on any atom belongs to which entry?
A: C3H5N3O